No. 1
Entry from the OMol25 dataset: a structure of composition Cl2O3PS at a distorted geometry (ωB97M-V/def2-TZVPD).

CARTESIAN COORDINATES (ANGSTROEM)
O  0.09634  0.43074  0.74499
O  0.86184  -1.28692  -0.97060
O  -1.80709  1.68543  -0.08220
P  1.31296  -0.84862  0.36747
S  -1.02457  0.50951  -0.35773
Cl  2.80257  0.57593  -0.05521
Cl  -2.24205  -1.06606  0.35328

Forces on the atoms, in the same order (eV/Å):
O -0.5 0.1 -0.3
O 0.0 -0.7 -0.6
O -0.3 0.6 0.2
P -0.2 -0.6 0.7
S 0.5 0.3 -0.1
Cl 0.9 0.8 -0.1
Cl -0.5 -0.6 0.3

## Properties
Energy (eV): -51315.4239
Total charge: -1
ΔE to the lowest compared entry with this formula, charge and spin (kcal/mol): 0.0
HOMO (eV): -4.851
Strongest force on any atom (Eh/bohr): 0.0244
Frontier orbital gap (eV): 8.503



No. 2
Entry from the OMol25 dataset: a cluster of 3 separate species, C18H17F17N2P in total (ωB97M-V/def2-TZVPD).

CARTESIAN COORDINATES (ANGSTROEM)
F  0.60029  0.44397  2.62413
C  0.74840  -0.79383  2.12491
F  -0.02279  -1.63152  2.83344
F  2.02118  -1.15989  2.24246
C  0.27586  -0.83208  0.63315
F  -0.71769  0.06809  0.46986
F  -0.27446  -2.04858  0.41755
C  1.36732  -0.69495  -0.47576
F  0.72887  -0.80437  -1.65940
F  2.13308  -1.79489  -0.31709
C  2.32266  0.55079  -0.46599
F  3.54446  0.06136  -0.76114
F  2.39098  1.08292  0.78051
C  2.07780  1.74267  -1.47118
F  3.30613  2.14460  -1.85589
F  1.42123  1.36528  -2.57073
C  1.43039  3.07092  -0.94079
F  2.28365  3.69475  -0.10657
F  1.26481  3.84323  -2.04427
C  0.04179  3.04230  -0.25612
F  0.07062  2.31247  0.87936
F  -0.22466  4.33003  0.09785
C  -1.17303  2.63131  -1.12145
F  -0.94722  1.44321  -1.73715
F  -1.37730  3.54801  -2.08608
C  -2.42635  2.51154  -0.26473
C  -3.63389  2.09805  -1.13388
P  -3.80815  0.29674  -1.17072
H  -2.27626  1.75918  0.50315
H  -2.62582  3.43119  0.26534
H  -4.53760  2.52535  -0.72007
H  -3.50303  2.41493  -2.16309
H  -4.68703  -0.07444  -2.18876
H  -2.58608  -0.31239  -1.45386
H  -4.26899  -0.22622  0.03935
N  -5.04343  -3.50310  -2.91921
C  -5.06982  -4.78522  -3.39314
C  -4.12300  -5.50590  -2.71743
C  -3.49666  -4.62907  -1.79561
C  -4.08383  -3.40197  -1.94170
H  -5.63774  -2.76392  -3.24079
H  -5.75966  -5.07468  -4.16633
H  -3.90359  -6.54883  -2.86573
H  -2.70723  -4.87288  -1.10503
H  -3.89028  -2.47606  -1.42523
N  4.61502  0.31855  3.11945
C  4.53152  0.78380  4.40461
C  5.76883  0.65928  4.97571
C  6.63344  0.09938  3.99678
C  5.89358  -0.09834  2.86275
H  3.85867  0.28811  2.46789
H  3.60399  1.16148  4.79971
H  6.02736  0.93847  5.98283
H  7.67853  -0.13110  4.11336
H  6.16511  -0.49778  1.90078

Forces on the atoms, in the same order (eV/Å):
F 0.1 -0.6 -0.1
C -0.3 0.1 0.6
F 0.4 0.5 -0.3
F -0.3 0.0 0.0
C -0.1 -0.7 0.1
F -0.1 -0.2 -0.1
F 0.1 0.3 0.0
C -0.1 -0.6 0.1
F 0.1 0.0 0.3
F -0.2 0.4 -0.1
C 0.8 0.0 -0.2
F -0.5 0.2 0.1
F -0.1 -0.2 -0.2
C 0.6 0.5 -0.1
F -0.2 0.0 0.0
F 0.0 -0.1 0.0
C -0.1 0.3 -0.1
F -0.3 -0.5 -0.2
F 0.2 -0.2 0.3
C -0.1 0.9 0.2
F 0.1 0.4 -0.4
F 0.1 -0.4 0.0
C -0.4 0.2 0.6
F 0.0 -0.2 -0.2
F 0.1 -0.1 0.0
C -0.2 -0.5 -0.1
C 0.5 -0.2 0.4
P 0.1 0.2 -0.3
H 0.3 0.0 0.2
H 0.0 0.4 -0.1
H -0.4 0.0 -0.1
H -0.2 0.2 -0.2
H -0.1 -0.1 0.1
H 0.0 0.0 0.0
H 0.0 0.0 0.0
N 0.1 0.0 0.1
C 0.0 0.0 0.0
C 0.0 0.0 0.0
C 0.1 0.0 0.1
C -0.1 0.0 -0.1
H -0.1 0.0 0.0
H 0.0 0.0 0.0
H 0.0 0.0 0.0
H 0.0 0.0 0.0
H 0.0 0.0 0.0
N 0.1 0.0 0.1
C 0.0 0.0 0.0
C 0.0 0.0 0.0
C 0.0 0.0 0.0
C 0.0 0.0 0.0
H 0.0 0.0 -0.1
H 0.0 0.0 0.0
H 0.0 0.0 0.0
H 0.0 0.0 0.0
H 0.0 0.0 0.0

## Properties
Energy (eV): -77399.3545
Total charge: +1
HOMO (eV): -9.725
Strongest force on any atom (Eh/bohr): 0.0188
Frontier orbital gap (eV): 6.035



No. 3
Entry from the OMol25 dataset: a structure of composition C4H9N3O5P at a distorted geometry (ωB97M-V/def2-TZVPD).

CARTESIAN COORDINATES (ANGSTROEM)
C  0.30942  -2.35724  -2.21447
C  1.27308  2.62204  0.71917
C  -1.65748  -1.16119  0.28247
C  0.44709  -1.99408  -0.73901
N  0.33430  1.73177  1.16241
N  2.24847  2.09573  -0.08190
N  -0.43103  -0.96285  -0.48408
O  1.36464  3.77591  1.14380
O  -0.15550  -1.35711  -2.91507
O  -1.72053  0.48592  -2.30180
O  0.50731  -3.45541  -2.73051
O  0.83280  0.71292  -1.93301
P  -0.42691  -0.02079  -1.90229
H  -1.62104  -0.45194  1.11138
H  -2.34175  -0.72362  -0.49832
H  -1.69319  -2.24130  0.56167
H  1.50717  -1.70063  -0.43284
H  0.38631  -2.96346  -0.21846
H  0.05468  0.88581  0.61931
H  -0.48232  2.18926  1.63004
H  1.97525  1.13764  -0.32219
H  2.73055  2.61627  -0.74833

Forces on the atoms, in the same order (eV/Å):
C 0.6 -2.0 -1.3
C 1.7 1.4 0.2
C 0.4 0.8 -1.8
C 3.3 -2.3 0.4
N -2.3 -0.5 0.5
N -1.5 -2.7 1.8
N -0.7 1.6 0.9
O -0.8 -0.2 -0.2
O -0.2 0.2 0.0
O -1.9 0.9 0.2
O 0.1 1.1 1.1
O 1.1 0.9 0.0
P 0.6 -0.9 -0.7
H -0.4 -0.6 0.5
H -0.8 -1.1 1.4
H -0.7 1.0 -0.1
H -0.8 -0.3 -1.0
H -0.9 0.5 0.3
H 0.7 1.0 0.3
H 1.4 -0.6 -0.7
H 0.7 0.8 -0.9
H 0.5 1.0 -0.9

## Properties
Energy (eV): -28296.1999
Total charge: -1
ΔE to the lowest compared entry with this formula, charge and spin (kcal/mol): 0.0
HOMO (eV): -5.808
Strongest force on any atom (Eh/bohr): 0.0785
Frontier orbital gap (eV): 9.161



No. 4
Entry from the OMol25 dataset: a structure of composition C16H17BrCl3GeIN2O2SiTi (ωB97M-V/def2-TZVPD).

CARTESIAN COORDINATES (ANGSTROEM)
Ti  -0.05531  1.17594  -0.94936
C  -0.91806  2.50966  2.22490
Si  -0.31809  0.83231  1.60386
C  1.40690  0.44061  2.24046
C  -1.49030  -0.49772  2.21352
C  -1.01266  -1.77521  2.50802
C  -1.86540  -2.77329  2.95852
C  -3.21345  -2.50158  3.13987
C  -3.70298  -1.23067  2.86966
C  -2.84918  -0.24204  2.40627
H  -1.03670  2.46185  3.31077
H  -1.88631  2.77588  1.79640
H  -0.20239  3.29554  1.98471
H  1.35623  0.09822  3.27711
H  2.03129  1.33443  2.20616
H  1.88612  -0.33487  1.64267
H  0.03997  -1.99984  2.37796
H  -1.47812  -3.76201  3.17015
H  -3.88119  -3.27628  3.49440
H  -4.75420  -1.01408  3.01322
H  -3.25272  0.73837  2.18087
I  -2.37299  -0.12676  -1.22296
Br  3.32746  -5.38336  -1.06165
C  2.79743  -3.97555  -2.20431
C  2.98912  -4.08421  -3.57500
N  2.63460  -3.12969  -4.42951
C  2.06684  -2.03404  -3.94275
C  1.83920  -1.84534  -2.58496
C  2.21743  -2.83523  -1.68853
C  1.19320  -0.61203  -2.09845
O  0.60367  0.17423  -2.87037
O  1.19497  -0.33999  -0.83904
H  3.44453  -4.97401  -3.99310
H  1.78240  -1.26303  -4.64786
H  2.05490  -2.70485  -0.62756
C  -2.80490  5.04560  -1.77959
C  -1.97253  3.88764  -1.52237
N  -1.32154  2.97078  -1.32128
H  -3.32354  4.91327  -2.72773
H  -2.18727  5.94072  -1.82308
H  -3.53865  5.14861  -0.98178
Cl  1.50605  2.80375  -0.43869
Ge  4.09247  1.51136  -0.38418
Cl  4.02029  1.12512  -2.55146
Cl  4.95340  3.53179  -0.35392

Forces on the atoms, in the same order (eV/Å):
Ti -0.6 0.3 -0.5
C 0.0 -0.1 -0.1
Si 0.2 -0.1 0.0
C -0.1 0.1 0.1
C 0.1 0.1 0.0
C 0.0 0.0 -0.1
C 0.0 0.0 0.0
C 0.0 0.0 0.0
C 0.0 0.0 0.0
C 0.0 -0.1 0.0
H 0.0 0.0 0.0
H 0.0 0.0 0.0
H 0.0 0.0 0.0
H 0.0 0.0 0.0
H 0.0 0.0 0.0
H 0.0 0.0 0.0
H 0.0 0.0 0.0
H 0.0 0.0 0.0
H 0.0 0.0 0.0
H 0.0 0.0 0.0
H 0.0 0.0 0.0
I 0.2 0.2 0.1
Br 0.0 0.0 0.0
C 0.0 0.0 0.0
C 0.0 0.0 0.0
N 0.0 0.0 -0.1
C 0.0 0.0 0.0
C 0.0 -0.1 0.2
C 0.0 0.0 0.0
C 0.0 0.0 -0.6
O 0.0 0.2 0.5
O 0.3 -0.4 0.4
H 0.0 0.0 0.0
H 0.0 0.0 0.0
H 0.0 0.0 0.0
C -0.1 0.1 0.0
C 0.0 0.0 0.0
N 0.1 0.0 -0.1
H 0.0 0.0 0.0
H 0.0 0.0 0.0
H 0.0 0.0 0.0
Cl 0.0 -0.1 0.0
Ge -0.2 -0.1 0.3
Cl 0.0 0.0 -0.2
Cl 0.1 0.1 -0.1

## Properties
Energy (eV): -227169.0242
ΔE to the lowest compared entry with this formula, charge and spin (kcal/mol): 12.1
HOMO (eV): -8.495
Strongest force on any atom (Eh/bohr): 0.0162
Frontier orbital gap (eV): 7.562



No. 5
Entry from the OMol25 dataset: a cluster of 2 separate species, C3H6N2O3P in total at a distorted geometry (ωB97M-V/def2-TZVPD).

CARTESIAN COORDINATES (ANGSTROEM)
C  0.18018  1.04887  -0.74383
C  0.90346  -0.98667  -0.05137
C  -0.03152  -0.29135  0.83251
N  1.21186  0.01558  -1.02712
N  0.29082  1.12074  0.65795
O  -1.12780  0.66081  -1.11598
O  -2.04290  -1.56317  -0.53796
O  -2.73699  0.50340  0.97293
P  -1.78719  -0.29473  0.18007
H  0.43237  2.01544  -1.23385
H  2.04436  -1.19283  0.38001
H  0.36913  -1.85217  -0.52765
H  1.46465  -0.48375  3.17566
H  1.24666  -0.42051  -2.03016
H  -0.41709  1.72033  1.06879

Forces on the atoms, in the same order (eV/Å):
C 0.8 1.1 -2.8
C 3.1 -2.3 0.2
C -1.2 1.0 1.7
N -0.1 0.7 -3.6
N 0.5 -0.6 1.6
O 0.0 0.3 0.8
O -0.7 -0.7 0.5
O -0.1 0.2 0.4
P 1.3 -0.5 -1.6
H -0.2 -0.6 0.1
H -3.1 -0.4 -0.3
H 0.9 0.3 0.8
H -0.2 0.0 -0.2
H -0.7 1.5 2.5
H -0.2 -0.2 -0.1

## Properties
Energy (eV): -21618.1016
Total charge: -1
ΔE to the lowest compared entry with this formula, charge and spin (kcal/mol): 114.8
HOMO (spin up / spin down) (eV): -4.851 / -4.344
Strongest force on any atom (Eh/bohr): 0.0750
Frontier orbital gap (spin up / spin down) (eV): 8.234 / 7.060



No. 6
Entry from the OMol25 dataset: a structure of composition C8H20CoN4SSi at a distorted geometry (ωB97M-V/def2-TZVPD).

CARTESIAN COORDINATES (ANGSTROEM)
Co  8.45046  8.12855  5.42194
C  13.36736  7.10275  6.45646
C  12.17302  6.35621  5.83093
N  12.05729  5.02498  5.79462
N  10.93228  4.80073  5.06489
C  10.22176  5.90535  4.83252
S  8.65282  5.99228  4.25169
N  11.03277  6.91866  5.29280
N  10.55164  8.25857  5.28915
H  12.89094  7.61292  7.30386
H  13.70988  7.76880  5.72488
H  14.14014  6.36098  6.76304
H  10.73384  3.85096  4.85211
H  10.90634  8.77006  6.08374
H  10.83752  8.69212  4.42994
C  8.22835  7.32629  7.25559
H  8.10096  8.09022  8.00095
H  9.11413  6.72383  7.46633
H  7.36526  6.65288  7.15582
C  7.25688  11.46266  6.78316
Si  6.72068  11.03160  5.09088
C  4.86320  10.48400  5.00870
C  6.72930  12.61774  4.05010
C  7.80511  9.65008  4.29216
H  6.94442  12.53230  6.87073
H  8.33986  11.39100  6.82788
H  6.84826  10.88611  7.63230
H  4.69701  9.94557  4.03553
H  4.18347  11.30932  5.16964
H  4.70634  9.75307  5.80607
H  5.90351  13.32204  4.27166
H  6.58891  12.38550  2.98663
H  7.67506  13.21934  4.14297
H  8.72288  10.18220  4.04905
H  7.41263  9.07812  3.43716

Forces on the atoms, in the same order (eV/Å):
Co -0.7 -0.2 0.3
C -2.4 -2.1 0.6
C 0.7 -2.2 0.8
N 1.3 2.5 -0.7
N 0.5 0.6 0.9
C -0.7 -0.3 -0.1
S 0.3 0.0 -0.4
N -0.1 0.1 -0.1
N 0.8 -1.1 0.0
H 0.8 0.2 0.1
H 0.8 1.2 -0.8
H -0.7 0.7 -0.2
H -0.7 -0.4 -0.2
H 0.1 -0.1 0.2
H 0.2 0.4 -0.4
C -0.1 0.0 -0.9
H -0.2 0.1 0.7
H 0.1 -0.2 0.3
H 0.1 0.2 0.5
C -0.3 0.8 0.9
Si -1.1 -1.7 -2.3
C 1.2 -0.8 -0.2
C 0.5 0.9 -0.1
C -0.8 0.9 1.1
H 0.4 -0.7 0.4
H 0.3 0.2 0.1
H 0.1 0.2 -0.5
H 0.0 0.7 0.8
H -0.3 0.2 -0.2
H -0.2 -0.1 0.0
H 0.3 -0.4 0.3
H 0.2 -0.1 0.1
H -0.7 -0.6 -0.1
H 0.4 0.1 -0.6
H -0.1 0.7 -0.1

## Properties
Energy (eV): -70918.2166
ΔE to the lowest compared entry with this formula, charge and spin (kcal/mol): 0.0
HOMO (spin up / spin down) (eV): -7.043 / -7.776
Strongest force on any atom (Eh/bohr): 0.0625
Spin multiplicity: 4
Frontier orbital gap (spin up / spin down) (eV): 7.078 / 7.756



> Among the records above, which one has the highest energy?

C3H6N2O3P



> The lowest energy belongs to which entry?

C16H17BrCl3GeIN2O2SiTi



> Which of these has the lowest energy?

C16H17BrCl3GeIN2O2SiTi